Entry 1:
A structure of composition C11H12BrClEr, computed with the ωB97M-V functional and the def2-TZVPD basis.

Calculated values
* DFT total energy: -4475.66692 Ha
* total charge: -1
* <S²>: 3.753
* Kohn-Sham gap (alpha / beta): 5.5911 / 5.6174 eV
* 2S+1: 4
* relative energy (zero: lowest compared OMol25 entry of this formula, charge and spin): 0.0 kJ/mol
* E_LUMO (alpha / beta): 2.4 / 2.4 eV

Positions of all 26 atoms, in Å:
C (1.474, 1.528, -0.780)
C (1.495, 2.394, 0.353)
C (2.109, 1.688, 1.436)
H (1.044, 3.387, 0.384)
C (2.447, 0.378, 0.927)
C (2.072, 0.316, -0.424)
H (2.279, -0.492, -1.127)
H (1.133, 1.769, -1.786)
H (2.100, 1.987, 2.493)
H (2.831, -0.462, 1.507)
Er (-0.073, 0.752, 1.473)
Br (-1.834, 2.640, 1.841)
C (-2.377, -1.547, -0.827)
C (-1.200, -1.963, -1.529)
C (-0.750, -0.863, -2.332)
H (-0.680, -2.920, -1.390)
C (-1.653, 0.223, -2.134)
C (-2.662, -0.194, -1.208)
H (-3.486, 0.428, -0.832)
H (-2.938, -2.142, -0.089)
H (0.193, -0.821, -2.897)
H (-1.549, 1.226, -2.571)
Cl (-1.251, -1.390, 3.034)
C (0.185, -1.651, 2.139)
H (0.069, -2.525, 1.494)
H (1.022, -1.746, 2.844)



Entry 2:
The molecule C2HF2N, computed with the ωB97M-V functional and the def2-TZVPD basis.

Calculated values
* DFT total energy: -330.97904 Ha
* total charge: 0
* <S²>: 2.011
* Kohn-Sham gap (alpha / beta): 6.7316 / 7.2928 eV
* 2S+1: 3
* relative energy (zero: lowest compared OMol25 entry of this formula, charge and spin): 306.3 kJ/mol
* E_LUMO (alpha / beta): 1.0 / -5.6 eV

Positions of all 6 atoms, in Å:
C (0.784, 0.492, -0.585)
C (-0.398, -0.198, 0.269)
N (1.601, 1.120, -1.068)
F (-0.991, -1.101, -0.530)
F (0.139, -0.851, 1.307)
H (-1.134, 0.538, 0.608)



Entry 3:
A cluster of 2 separate species, C3H10O in total, computed with the ωB97M-V functional and the def2-TZVPD basis.

Calculated values
* DFT total energy: -195.52300 Ha
* structure (SMILES): CCC.O
* total charge: 0
* Kohn-Sham gap: 12.2346 eV
* relative energy (zero: lowest compared OMol25 entry of this formula, charge and spin): 15.6 kJ/mol
* E_LUMO: 0.9 eV

Positions of all 14 atoms, in Å:
C (0.475, -1.218, 1.032)
C (-0.534, -0.094, 0.667)
C (0.093, 1.324, 0.360)
H (0.913, -1.613, 0.099)
H (-0.026, -2.045, 1.562)
H (1.291, -0.835, 1.668)
H (-1.209, -0.094, 1.545)
H (-1.135, -0.380, -0.218)
H (0.754, 1.601, 1.198)
H (-0.657, 2.121, 0.223)
H (0.700, 1.251, -0.558)
O (-0.494, -0.251, -2.690)
H (0.470, -0.414, -2.579)
H (-0.640, 0.645, -2.309)



Entry 4:
A structure of composition C34H43F3MnN2O2S, computed with the ωB97M-V functional and the def2-TZVPD basis.

Calculated values
* DFT total energy: -3429.98724 Ha
* total charge: +1
* Kohn-Sham gap (alpha / beta): 5.7392 / 5.7784 eV
* relative energy (zero: lowest compared OMol25 entry of this formula, charge and spin): 0.0 kJ/mol
* E_LUMO (alpha / beta): -5.4 / -5.3 eV

Positions of all 86 atoms, in Å:
Mn (0.017, -0.222, -0.293)
C (4.544, -0.073, 5.493)
C (3.301, 0.810, 5.315)
C (3.663, 2.276, 5.592)
C (2.239, 0.372, 6.322)
C (2.803, 0.686, 3.878)
C (1.573, 0.222, 3.558)
C (1.208, 0.142, 2.179)
N (0.065, -0.288, 1.639)
C (-1.091, -0.734, 2.161)
C (-1.561, -0.624, 3.498)
C (-2.770, -1.152, 3.819)
C (-3.514, -1.806, 2.785)
C (-3.131, -1.935, 1.471)
C (-1.880, -1.369, 1.143)
O (-1.370, -1.401, -0.072)
C (-4.003, -2.607, 0.410)
C (-4.374, -1.583, -0.674)
C (-5.298, -3.148, 1.018)
C (-3.245, -3.787, -0.217)
C (-3.323, -0.990, 5.239)
C (-4.613, -1.784, 5.449)
C (-2.284, -1.480, 6.258)
C (-3.610, 0.498, 5.482)
C (2.152, 0.464, 1.145)
O (1.773, 0.230, -0.089)
C (3.433, 0.977, 1.472)
C (3.689, 1.074, 2.812)
C (4.430, 1.397, 0.393)
C (4.818, 0.181, -0.463)
C (5.707, 1.965, 1.013)
C (3.799, 2.487, -0.487)
H (4.914, 0.010, 6.516)
H (5.356, 0.225, 4.826)
H (4.312, -1.122, 5.298)
H (3.986, 2.386, 6.629)
H (2.804, 2.931, 5.433)
H (4.480, 2.626, 4.958)
H (2.636, 0.481, 7.332)
H (1.960, -0.677, 6.193)
H (1.338, 0.987, 6.256)
H (0.900, -0.117, 4.324)
H (-1.001, -0.068, 4.231)
H (-4.471, -2.222, 3.062)
H (-4.920, -0.740, -0.243)
H (-5.019, -2.057, -1.416)
H (-3.494, -1.197, -1.187)
H (-5.925, -2.354, 1.431)
H (-5.108, -3.886, 1.800)
H (-5.874, -3.640, 0.234)
H (-2.350, -3.464, -0.744)
H (-3.895, -4.293, -0.933)
H (-2.958, -4.515, 0.545)
H (-4.471, -2.852, 5.265)
H (-5.425, -1.427, 4.813)
H (-4.938, -1.669, 6.484)
H (-2.016, -2.524, 6.080)
H (-2.691, -1.401, 7.267)
H (-1.369, -0.884, 6.229)
H (-4.346, 0.879, 4.771)
H (-2.704, 1.100, 5.385)
H (-4.004, 0.645, 6.490)
H (4.656, 1.460, 3.106)
H (5.258, -0.605, 0.154)
H (5.564, 0.484, -1.200)
H (3.964, -0.231, -0.997)
H (6.234, 1.227, 1.623)
H (5.512, 2.850, 1.623)
H (6.382, 2.264, 0.210)
H (2.904, 2.135, -0.999)
H (4.520, 2.801, -1.244)
H (3.535, 3.363, 0.108)
F (-2.481, 3.712, -1.980)
C (-2.208, 3.283, -3.213)
F (-1.548, 4.263, -3.854)
F (-3.374, 3.105, -3.856)
C (-1.401, 2.009, -3.231)
C (-1.096, 1.476, -4.478)
C (-0.357, 0.312, -4.597)
C (0.058, -0.301, -3.432)
N (-0.235, 0.208, -2.240)
C (-0.944, 1.348, -2.100)
S (-1.117, 1.743, -0.385)
H (-1.446, 1.988, -5.366)
H (-0.111, -0.111, -5.559)
H (0.634, -1.217, -3.442)



Entry 5:
A structure of composition C31H22F9N7OOsSTe, computed with the ωB97M-V functional and the def2-TZVPD basis.

Calculated values
* DFT total energy: -3308.17445 Ha
* total charge: +2
* <S²>: 6.033
* Kohn-Sham gap (alpha / beta): 7.8204 / 5.3651 eV
* 2S+1: 5
* relative energy (zero: lowest compared OMol25 entry of this formula, charge and spin): 26.3 kJ/mol
* E_LUMO (alpha / beta): -5.8 / -8.4 eV

Positions of all 73 atoms, in Å:
Os (-0.210, -0.548, 0.334)
C (4.059, -0.068, 0.935)
C (2.735, 0.026, 0.519)
N (1.831, -0.904, 0.791)
C (2.193, -1.988, 1.516)
C (3.522, -2.183, 1.937)
C (4.458, -1.181, 1.634)
C (3.865, -3.380, 2.638)
C (2.926, -4.305, 2.935)
C (1.557, -4.102, 2.578)
C (0.536, -5.007, 2.920)
C (-0.759, -4.733, 2.556)
C (-1.030, -3.558, 1.848)
N (-0.090, -2.698, 1.514)
C (1.188, -2.946, 1.866)
H (4.751, 0.726, 0.695)
H (2.400, 0.888, -0.041)
H (5.485, -1.291, 1.959)
H (4.897, -3.528, 2.926)
H (3.191, -5.215, 3.455)
H (0.783, -5.902, 3.475)
H (-1.564, -5.408, 2.807)
H (-2.042, -3.316, 1.551)
S (-2.258, 0.689, -0.063)
C (-3.841, 0.079, -0.381)
N (-4.875, 0.432, 0.361)
C (-6.138, -0.109, -0.151)
C (-5.687, -0.838, -1.434)
N (-4.227, -0.679, -1.393)
H (-4.813, 1.026, 1.171)
H (-6.849, 0.691, -0.348)
H (-6.579, -0.788, 0.579)
H (-6.094, -0.380, -2.336)
H (-5.955, -1.893, -1.434)
H (-3.618, -1.023, -2.115)
C (0.431, 4.730, -1.719)
Te (0.125, 2.998, -0.497)
C (0.468, 1.949, -2.357)
C (0.750, 2.957, -3.443)
C (1.036, 2.557, -4.744)
C (1.261, 3.511, -5.721)
C (1.207, 4.865, -5.410)
C (0.939, 5.266, -4.115)
C (0.711, 4.313, -3.127)
H (1.273, 5.288, -1.297)
H (-0.437, 5.393, -1.664)
H (-0.429, 1.365, -2.579)
H (1.292, 1.237, -2.253)
H (1.089, 1.507, -4.994)
H (1.478, 3.200, -6.733)
H (1.376, 5.606, -6.178)
H (0.906, 6.317, -3.858)
N (-0.102, -1.642, -1.204)
C (0.391, -2.152, -2.149)
C (0.956, -2.681, -3.255)
C (1.220, -4.069, -3.372)
N (1.432, -5.197, -3.445)
C (1.325, -1.762, -4.270)
N (1.605, -0.947, -5.031)
F (-0.620, 3.177, 4.433)
C (-0.372, 2.814, 3.190)
F (0.752, 3.424, 2.769)
F (-1.361, 3.291, 2.406)
C (-0.228, 1.276, 2.994)
O (0.041, 1.035, 1.668)
C (-1.527, 0.535, 3.458)
F (-1.549, 0.279, 4.756)
F (-1.608, -0.648, 2.805)
F (-2.641, 1.205, 3.142)
C (0.977, 0.746, 3.835)
F (0.957, 1.099, 5.108)
F (2.125, 1.173, 3.292)
F (0.997, -0.601, 3.759)



Entry 6:
A cluster of 2 separate species, C2H6N4O4 in total, computed with the ωB97M-V functional and the def2-TZVPD basis.

Calculated values
* DFT total energy: -599.52065 Ha
* total charge: 0
* Kohn-Sham gap (alpha / beta): 7.6392 / 7.6372 eV
* relative energy (zero: lowest compared OMol25 entry of this formula, charge and spin): 161.9 kJ/mol
* E_LUMO (alpha / beta): -1.4 / -1.4 eV

Positions of all 16 atoms, in Å:
C (-0.490, 0.104, -1.271)
C (0.130, -0.362, 0.761)
N (1.468, -0.362, 0.622)
N (-0.432, 0.528, 1.557)
N (-0.056, 1.424, -1.375)
N (-0.524, -1.651, 0.566)
O (-0.602, 2.222, -0.605)
O (0.894, 1.724, -2.059)
O (-1.688, -1.630, 0.924)
O (0.131, -2.523, 0.072)
H (-1.426, -0.099, -0.986)
H (0.025, -0.425, -2.145)
H (1.911, -1.056, -0.019)
H (2.025, 0.575, 0.573)
H (-0.229, 1.451, 1.313)
H (-1.137, 0.081, 2.070)



Entry 7:
The molecule C8H18N2O, computed with the ωB97M-V functional and the def2-TZVPD basis.

Calculated values
* DFT total energy: -500.34944 Ha
* structure (SMILES): CO/C(=N\C(C)C)NC(C)C
* total charge: 0
* Kohn-Sham gap: 9.0130 eV
* relative energy (zero: lowest compared OMol25 entry of this formula, charge and spin): 36.6 kJ/mol
* E_LUMO: 0.7 eV

Positions of all 29 atoms, in Å:
C (2.519, 0.510, 1.734)
O (1.764, -0.467, 1.032)
C (0.585, -0.059, 0.440)
N (-0.203, -0.928, -0.107)
C (0.049, -2.375, 0.047)
C (-1.337, -2.993, -0.018)
C (0.940, -2.830, -1.112)
N (0.258, 1.281, 0.311)
C (-0.863, 1.774, -0.525)
C (-0.488, 3.060, -1.262)
C (-2.054, 2.085, 0.368)
H (2.983, 1.268, 1.035)
H (3.321, 0.039, 2.319)
H (1.896, 1.049, 2.433)
H (0.538, -2.628, 0.990)
H (-1.985, -2.672, 0.815)
H (-1.235, -4.070, 0.040)
H (-1.774, -2.692, -0.983)
H (1.923, -2.342, -0.990)
H (1.101, -3.928, -1.095)
H (0.526, -2.536, -2.070)
H (1.008, 1.951, 0.446)
H (-1.202, 1.004, -1.277)
H (-0.343, 3.837, -0.510)
H (0.424, 2.926, -1.854)
H (-1.291, 3.347, -1.961)
H (-2.484, 1.131, 0.798)
H (-2.829, 2.520, -0.226)
H (-1.747, 2.738, 1.179)



Entry 8:
A structure of composition C4H6F2O2Tl, computed with the ωB97M-V functional and the def2-TZVPD basis.

Calculated values
* DFT total energy: -678.15237 Ha
* total charge: +1
* Kohn-Sham gap: 3.8200 eV
* relative energy (zero: lowest compared OMol25 entry of this formula, charge and spin): 278.4 kJ/mol
* E_LUMO: -11.4 eV

Positions of all 15 atoms, in Å:
Tl (1.627, 0.361, 3.594)
F (3.863, -0.537, 4.935)
F (-0.822, 0.164, 4.885)
O (-0.252, 0.593, 1.453)
C (-0.375, 0.247, 0.283)
O (-0.880, -0.926, -0.035)
C (-0.794, -1.231, -1.445)
C (-0.397, 0.096, -2.087)
C (0.083, 1.002, -0.952)
H (-1.768, -1.469, -1.863)
H (-0.068, -2.017, -1.629)
H (-1.267, 0.606, -2.496)
H (0.375, 0.040, -2.850)
H (-0.483, 1.932, -0.934)
H (1.159, 1.139, -0.857)